--- w ---
Below is 2 unconnected molecules or ions with the total composition C5H15N2, with properties calculated with wB97M-V/def2-TZVPD.

Summary:
Orbital gap (eV): 7.03
LUMO (eV): -3.800

The geometry in ORCA input format:
```
! RIJCOSX wB97M-V def2-TZVPD def2/J DEFGRID3
* xyz 1 1
C 0.47779 -1.34973 -0.42811
C 1.57393 -2.11380 0.28364
N 0.99938 -2.70741 1.56751
H 0.74031 -1.10295 -1.45225
H -0.45085 -1.92442 -0.41095
H 0.29502 -0.38944 0.06208
H 1.98697 -2.95453 -0.26622
H 2.37232 -1.45701 0.61932
H 0.48473 -1.99659 2.09688
H 1.74617 -3.04497 2.16903
H 0.32806 -3.45475 1.36551
C 0.14237 2.51747 1.06025
C -0.31363 2.42856 -0.20028
N -1.61729 2.35910 -0.63424
C -1.84206 1.48568 -1.76664
H -0.54873 2.56666 1.89122
H 1.19731 2.66162 1.23222
H 0.42968 2.36332 -0.98892
H -2.29683 2.29172 0.10678
H -2.86238 1.57698 -2.13278
H -1.20825 1.81825 -2.58862
H -1.63400 0.42624 -1.58542
*
```

=====

--- x ---
Below is 2 unconnected molecules or ions with the total composition C5H15N2, with properties calculated with wB97M-V/def2-TZVPD.

Summary:
Orbital gap (eV): 11.64
LUMO (eV): -2.675

The geometry in ORCA input format:
```
! RIJCOSX wB97M-V def2-TZVPD def2/J DEFGRID3
* xyz 1 1
C 1.57222 0.23639 -2.29052
C -0.62915 0.98680 -2.11336
N 0.28945 0.29684 -1.58822
H 2.31708 0.84213 -1.77138
H 1.45036 0.62561 -3.30197
H 1.93014 -0.78935 -2.32061
H -1.65422 0.95785 -1.75880
H -0.41499 1.60458 -2.98748
C -1.45520 1.15587 1.75217
C -0.29497 0.19627 2.00780
N -0.27228 -0.82976 0.91658
C 0.71141 -1.92707 1.08133
H -2.40232 0.70324 2.05687
H -1.32279 2.05235 2.35144
H -1.55396 1.37462 0.68931
H 0.67755 0.68643 1.97702
H -0.38629 -0.28100 2.98117
H -0.02246 -0.37845 -0.00235
H -1.21990 -1.18765 0.87343
H 1.68734 -1.46597 1.22752
H 0.74116 -2.53655 0.18219
H 0.48676 -2.54973 1.94325
*
```

=====

--- y ---
Below is a gas-phase ion, C5H15N2 (charge +1), with properties calculated with wB97M-V/def2-TZVPD.

Summary:
Orbital gap (eV): 10.27
LUMO (eV): -3.403
SMILES: CC(C)NCC[NH3+]

The geometry in ORCA input format:
```
! RIJCOSX wB97M-V def2-TZVPD def2/J DEFGRID3
* xyz 1 1
C 0.34663 0.93459 2.49747
C -0.02778 0.11675 1.28351
C -1.55842 0.30549 1.07209
N 0.64482 0.42219 -0.06336
C -0.22259 0.61835 -1.19872
C -0.19732 -0.74391 -1.91342
N 1.02007 -1.48119 -1.55368
H -0.28383 0.42874 3.27524
H 0.03181 1.96542 2.22748
H 1.45566 0.87319 2.71373
H 0.18224 -0.99335 1.41361
H -1.85531 1.46116 1.17184
H -1.98495 -0.04931 0.07195
H -2.28630 -0.22546 1.69839
H 1.14012 1.31045 0.20854
H -1.18892 1.02210 -0.97944
H 0.32645 1.33918 -1.83388
H -1.01315 -1.44797 -1.66104
H -0.27918 -0.58914 -2.98685
H 1.79666 -1.20865 -2.15640
H 1.34662 -1.32637 -0.52186
H 0.91484 -2.53464 -1.76760
*
```

=====

--- z ---
Below is a gas-phase ion, C5H15N2 (charge +1), with properties calculated with wB97M-V/def2-TZVPD.

Summary:
Orbital gap (eV): 10.59
LUMO (eV): -3.076
SMILES: CC[C@H]([NH3+])CNC

The geometry in ORCA input format:
```
! RIJCOSX wB97M-V def2-TZVPD def2/J DEFGRID3
* xyz 1 1
C 1.97965 1.79518 1.26508
C 0.93306 0.69213 1.38302
C 0.63794 -0.03492 0.09571
N 0.01640 1.11290 -0.81516
C -0.47885 -1.16774 0.14414
N -0.95058 -1.41503 -1.29629
C -2.40833 -1.76196 -1.24571
H 1.94278 2.32816 0.27286
H 3.10137 1.48130 1.32495
H 2.11007 2.60866 2.01577
H 1.37262 -0.13078 1.90194
H 0.23940 1.21767 2.00111
H 1.53470 -0.48963 -0.45532
H -0.47897 1.88808 -0.29804
H -0.57530 0.59686 -1.47612
H 0.83454 1.58151 -1.21075
H -1.27934 -0.70916 0.89016
H -0.02241 -2.12258 0.64403
H -0.32949 -2.14143 -1.60785
H -2.79180 -0.77034 -1.05565
H -2.56898 -2.40422 -0.25310
H -2.81850 -2.15467 -2.22477
*
```

=====

Most stable one: x, least stable one: z.

=====

--- w ---
Below is 2 unconnected molecules or ions with the total composition C5H15N2, with properties calculated with wB97M-V/def2-TZVPD.

Summary:
Orbital gap (eV): 11.47
LUMO (eV): -2.559

The geometry in ORCA input format:
```
! RIJCOSX wB97M-V def2-TZVPD def2/J DEFGRID3
* xyz 1 1
C 1.11675 -1.47727 1.27872
C 1.08308 0.67736 -0.69719
C -1.15192 0.62341 -0.11875
C 0.41233 1.90654 1.31250
C 0.24527 -0.50653 1.30910
N -1.05405 -1.84184 -2.19058
N 0.22441 0.64975 0.46436
H -2.04938 -1.88803 -2.04521
H 0.85890 -2.27191 1.90467
H 1.93539 -1.60013 0.60381
H 0.88016 1.54641 -1.29632
H 2.09762 0.66281 -0.40258
H 0.78420 -0.28076 -1.22282
H -1.38502 -0.24052 -0.61576
H -2.05035 0.74957 0.58402
H -1.25784 1.43220 -0.82450
H 1.43089 2.20823 1.29149
H -0.06937 2.83373 0.72465
H 0.13134 2.02786 2.37985
H -0.50320 -0.44872 2.16349
H -1.06738 -2.27380 -3.09664
H -0.61183 -2.48837 -1.50632
*
```

=====

--- x ---
Below is a gas-phase ion, C5H15N2 (charge +1), with properties calculated with wB97M-V/def2-TZVPD.

Summary:
Orbital gap (eV): 10.60
LUMO (eV): -3.156
SMILES: CCNC[C@@H](C)[NH3+]

The geometry in ORCA input format:
```
! RIJCOSX wB97M-V def2-TZVPD def2/J DEFGRID3
* xyz 1 1
C 0.61039 -2.75440 1.80016
C -0.14269 -1.63078 1.12885
N 0.52316 -0.76487 0.16544
C -0.33029 -0.19018 -0.91425
C 0.05875 1.32645 -0.99567
C -1.07991 2.12891 -1.75550
N 0.35523 1.77918 0.37267
H 0.82899 -3.43435 0.97612
H 1.51776 -2.46527 2.33278
H -0.09987 -3.24899 2.44972
H -1.09803 -1.95841 0.67969
H -0.46962 -0.99020 1.98546
H 1.19126 -1.32062 -0.36879
H -0.05119 -0.62630 -1.85605
H -1.37635 -0.16841 -0.61318
H 0.94937 1.45270 -1.60742
H -1.05947 1.90504 -2.80779
H -2.00966 1.95462 -1.20700
H -0.87945 3.19349 -1.66690
H 0.71491 2.74028 0.38755
H 0.92030 0.92014 0.63822
H -0.51757 1.97092 0.87955
*
```

=====

--- y ---
Below is a gas-phase ion, C5H15N2 (charge +1), with properties calculated with wB97M-V/def2-TZVPD.

Summary:
Orbital gap (eV): 8.79
LUMO (eV): -3.648
SMILES: CC[C@@H]([NH3+])CNC

The geometry in ORCA input format:
```
! RIJCOSX wB97M-V def2-TZVPD def2/J DEFGRID3
* xyz 1 1
C 0.29266 -0.59344 -2.75274
C -0.05965 -0.67409 -1.22749
C -0.12351 0.51436 -0.38638
N -1.09816 1.51244 -0.99396
C -0.37525 0.15815 1.19989
N 0.66676 -0.71097 1.66879
C 1.07570 -0.34552 3.02438
H -0.62283 -0.13324 -3.28311
H 1.24921 0.03168 -2.96924
H 0.56292 -1.51607 -3.14260
H 0.71222 -1.34730 -0.77936
H -0.95057 -1.36476 -1.21402
H 0.68729 1.15178 -0.53667
H -1.63229 1.16138 -1.85731
H -1.89281 1.60299 -0.27068
H -0.68649 2.47041 -1.17814
H -0.44712 1.08072 1.77106
H -1.31295 -0.44731 1.23748
H 0.51831 -1.76315 1.62501
H 0.39245 -0.84588 3.82059
H 2.03578 -0.69987 3.19985
H 1.00835 0.75770 3.04465
*
```

=====

Most stable one: x, least stable one: w.

=====

--- w ---
Below is C2H4N2S2 in the gas phase, with properties calculated with wB97M-V/def2-TZVPD.

Summary:
Orbital gap (eV): 8.43
LUMO (eV): -0.473
SMILES: [H]/N=C(/N)SC=S

The geometry in ORCA input format:
```
! RIJCOSX wB97M-V def2-TZVPD def2/J DEFGRID3
* xyz 0 1
H -1.62419 -2.00017 -0.34666
N -1.86189 -1.02107 -0.43408
C -0.92661 -0.31833 0.02022
N -0.91142 1.02142 0.25967
S 0.63520 -1.12158 0.45612
C 1.81751 -0.04173 -0.16532
S 3.43827 -0.29489 -0.04547
H -0.37876 1.34482 1.01840
H -1.65805 1.59216 -0.05959
H 1.46993 0.83938 -0.70329
*
```

=====

--- x ---
Below is C2H4N2S2 in the gas phase, with properties calculated with wB97M-V/def2-TZVPD.

Summary:
Orbital gap (spin up / spin down) (eV): 7.15 / 7.15
LUMO (spin up / spin down) (eV): -1.142 / -1.141

The geometry in ORCA input format:
```
! RIJCOSX wB97M-V def2-TZVPD def2/J DEFGRID3
* xyz 0 1
C -1.13851 0.70608 0.37656
C 0.98544 -0.82883 0.64085
N -0.85082 0.56586 -0.97487
N 0.32306 0.14321 -1.24104
S 1.14647 -0.29059 -2.51481
S -0.60201 -0.78010 1.32071
H -0.65725 1.52327 0.77622
H -2.18730 0.93682 0.63037
H 1.19025 -1.69179 0.02469
H 1.79066 -0.28392 0.96131
*
```

=====

Most stable one: w, least stable one: x.

=====

--- w ---
Below is C2H4N2S2 in the gas phase, with properties calculated with wB97M-V/def2-TZVPD.

Summary:
Orbital gap (spin up / spin down) (eV): 8.05 / 7.18
LUMO (spin up / spin down) (eV): -0.383 / -0.967

The geometry in ORCA input format:
```
! RIJCOSX wB97M-V def2-TZVPD def2/J DEFGRID3
* xyz 0 1
C 0.12353 -0.10906 1.10775
C 0.32802 -0.59532 -0.29847
N 0.20499 -0.82409 2.20722
N -0.65618 1.81067 -1.85166
S 0.11117 -1.25093 3.72289
S 0.03491 0.40789 -2.00973
H -0.39409 0.81504 1.08305
H 1.43879 -0.75655 -0.50998
H -0.16971 -1.52467 -0.62094
H -1.02143 2.02702 -2.83014
*
```

=====

--- x ---
Below is 2 unconnected molecules or ions with the total composition C2H4N2S2, with properties calculated with wB97M-V/def2-TZVPD.

Summary:
Orbital gap (eV): 9.43
LUMO (eV): 0.618
SMILES: C=NSS.C#N

The geometry in ORCA input format:
```
! RIJCOSX wB97M-V def2-TZVPD def2/J DEFGRID3
* xyz 0 1
C -0.70509 2.14602 1.15926
N 0.28157 1.47129 1.50300
S 0.51797 -0.11546 1.24204
S -1.28987 -0.77800 0.40789
H -0.87324 3.22393 1.38719
H -1.59440 1.92132 0.54983
H -0.95318 -0.79218 -1.03770
C 1.51516 -2.40960 -1.72752
N 1.12167 -1.33911 -1.65635
H 1.97942 -3.32821 -1.82763
*
```

=====

--- y ---
Below is C2H4N2S2 in the gas phase, with properties calculated with wB97M-V/def2-TZVPD.

Summary:
Orbital gap (eV): 8.91
LUMO (eV): 0.440
SMILES: C=NS/C=N/S

The geometry in ORCA input format:
```
! RIJCOSX wB97M-V def2-TZVPD def2/J DEFGRID3
* xyz 0 1
C -1.95885 -0.22820 0.23395
N -1.90799 1.00627 -0.17975
S -0.52424 1.81625 -0.59319
C 0.93998 0.87113 -0.41031
N 1.01103 -0.34799 0.02949
S 2.58939 -0.98476 0.11642
H -3.02056 -0.53912 0.44997
H -1.09408 -0.86317 0.44131
H 1.79963 1.47434 -0.62234
H 2.16569 -2.20476 0.53445
*
```

=====

Most stable one: y, least stable one: w.